The following is a quantum chemistry calculation of one molecule with the formula C4H5NO, from OMol25.

Properties
Energy relative to the best compared isomer or geometry (same formula, charge and spin): 96.9 kcal/mol
Net charge: 0

```
11
C4H5NO ωB97M-V/def2-TZVPD
N 2.309 -0.006 0.068
C 1.057 0.066 -0.020
C 0.134 1.115 -0.268
C -1.170 0.691 -0.171
C -1.312 -0.646 0.174
O 0.144 -1.160 0.209
H 2.725 -0.930 0.020
H 0.471 2.093 -0.579
H -2.035 1.316 -0.359
H -1.993 -1.381 -0.230
H -0.330 -1.159 1.157
```


The following is a quantum chemistry calculation of a 13-piece molecular cluster, C51H86BBrClNO15S overall, from OMol25.

Properties
E_tot: -180565.27983 eV
Net charge: 0

```
157
C51H86BBrClNO15S ωB97M-V/def2-TZVPD
C -2.408 -6.566 1.112
C -3.357 -5.932 0.111
Cl -4.786 -7.016 -0.103
C -2.760 -5.613 -1.283
C -1.259 -5.708 -1.356
C -0.586 -6.797 -1.909
Br -1.529 -8.295 -2.592
C 0.796 -6.847 -1.968
C 1.543 -5.798 -1.468
C 0.913 -4.704 -0.885
C -0.479 -4.667 -0.834
S -1.278 -3.288 -0.074
C -0.112 -2.037 -0.512
C -0.566 -0.750 -0.763
C 0.321 0.269 -1.060
C 1.676 -0.016 -1.084
O 2.566 1.012 -1.296
C 2.171 -1.301 -0.836
B 3.725 -1.507 -0.874
O 4.427 -1.013 -1.943
O 4.421 -2.155 0.121
C 1.248 -2.322 -0.572
N 1.681 -3.650 -0.336
H -2.974 -6.854 2.000
H -1.938 -7.466 0.710
H -1.656 -5.841 1.427
H -3.759 -5.015 0.541
H -3.061 -4.603 -1.567
H -3.190 -6.318 -1.992
H 1.288 -7.704 -2.407
H 2.626 -5.859 -1.514
H -1.629 -0.545 -0.708
H -0.018 1.277 -1.259
H 3.201 0.737 -1.971
H 5.380 -0.976 -1.788
H 3.813 -2.521 0.777
H 2.643 -3.780 -0.623
C 0.732 1.859 -5.203
C -0.116 2.760 -4.349
O -0.081 2.707 -3.141
C -1.039 3.721 -5.057
H 1.336 1.221 -4.561
H 0.079 1.236 -5.816
H 1.384 2.443 -5.854
H -1.739 3.166 -5.684
H -0.471 4.405 -5.689
H -1.587 4.299 -4.314
C -2.405 5.610 0.684
C -1.685 5.892 -0.609
O -1.955 6.858 -1.290
C -0.620 4.909 -1.010
H -3.156 6.377 0.863
H -2.896 4.636 0.637
H -1.697 5.608 1.516
H -1.056 3.918 -1.132
H 0.150 4.853 -0.237
H -0.165 5.209 -1.950
C -1.638 9.342 0.716
C -2.465 10.135 1.694
O -2.371 9.978 2.889
C -3.430 11.137 1.104
H -0.990 8.659 1.263
H -2.278 8.769 0.046
H -1.026 10.013 0.110
H -4.140 10.629 0.448
H -2.887 11.873 0.508
H -3.969 11.641 1.902
C -0.312 2.878 5.061
C -1.406 3.863 4.721
O -2.551 3.511 4.569
C -0.994 5.310 4.578
H -0.729 1.877 5.135
H 0.459 2.892 4.288
H 0.155 3.149 6.010
H -0.247 5.408 3.788
H -0.561 5.673 5.512
H -1.864 5.914 4.331
C -4.238 -0.289 2.722
C -4.373 -0.914 1.357
O -3.403 -1.210 0.697
C -5.774 -1.149 0.850
H -3.186 -0.173 2.970
H -4.723 0.689 2.734
H -4.722 -0.918 3.471
H -6.313 -0.202 0.798
H -6.312 -1.810 1.531
H -5.735 -1.600 -0.139
C 4.406 -5.458 4.360
C 3.877 -4.181 3.751
O 2.693 -3.954 3.671
C 4.909 -3.202 3.252
H 3.575 -6.080 4.685
H 5.004 -6.002 3.627
H 5.045 -5.222 5.213
H 5.520 -3.662 2.471
H 5.557 -2.898 4.076
H 4.411 -2.323 2.849
C -3.752 2.291 -2.645
C -4.623 3.131 -1.743
O -4.550 3.049 -0.539
C -5.591 4.073 -2.416
H -3.100 1.665 -2.040
H -4.371 1.656 -3.282
H -3.143 2.930 -3.284
H -6.276 3.513 -3.054
H -5.047 4.783 -3.041
H -6.158 4.616 -1.663
C 5.263 2.387 -0.415
C 6.284 2.605 -1.496
O 6.901 1.684 -1.985
C 6.499 4.032 -1.938
H 5.197 1.324 -0.191
H 5.549 2.932 0.484
H 4.282 2.737 -0.738
H 6.812 4.638 -1.087
H 5.565 4.447 -2.319
H 7.257 4.065 -2.718
C 8.662 -2.166 3.924
C 8.357 -2.765 5.277
O 7.224 -2.881 5.683
C 9.540 -3.210 6.100
H 7.739 -1.882 3.425
H 9.295 -1.286 4.041
H 9.199 -2.889 3.309
H 10.202 -2.364 6.290
H 10.107 -3.969 5.560
H 9.195 -3.620 7.046
C -1.885 -2.613 -5.988
C -1.649 -1.302 -6.696
O -1.737 -0.245 -6.113
C -1.294 -1.372 -8.161
H -2.128 -2.428 -4.945
H -2.706 -3.152 -6.464
H -0.991 -3.236 -6.047
H -2.094 -1.867 -8.715
H -0.380 -1.953 -8.296
H -1.149 -0.369 -8.553
C 3.971 6.169 3.069
C 4.178 5.536 1.715
O 5.273 5.192 1.335
C 2.946 5.352 0.860
H 4.924 6.247 3.587
H 3.537 7.164 2.954
H 3.282 5.566 3.663
H 2.477 6.319 0.671
H 2.224 4.716 1.377
H 3.216 4.890 -0.086
C -6.598 -9.912 0.412
C -7.554 -10.933 0.980
O -7.543 -11.238 2.148
C -8.528 -11.559 0.008
H -5.951 -9.536 1.200
H -5.988 -10.365 -0.371
H -7.153 -9.080 -0.026
H -7.986 -12.069 -0.790
H -9.152 -10.787 -0.446
H -9.159 -12.273 0.532
```


The following is a quantum chemistry calculation of a 8-piece molecular cluster, C40H98F12N6O4P2 overall in a non-equilibrium geometry, from OMol25.

Properties
E_tot: -111361.43956 eV
Net charge: +4

```
162
C40H98F12N6O4P2 ωB97M-V/def2-TZVPD
C 4.578 -1.137 4.215
C 5.006 -2.505 3.779
O 5.941 -3.178 4.248
N 4.234 -3.120 2.591
H 4.581 -4.063 2.484
H 3.226 -3.127 2.664
C 4.778 -2.483 1.229
H 4.842 -0.886 5.242
H 3.505 -0.952 4.233
H 4.937 -0.331 3.575
H 5.858 -2.624 1.279
H 4.548 -1.419 1.285
H 4.404 -2.968 0.327
C 1.159 -5.053 -3.346
N 0.405 -3.755 -3.603
C -0.078 -3.961 -5.113
C -0.740 -3.767 -2.653
C 1.364 -2.569 -3.303
C 0.803 -1.117 -3.529
O 0.632 -0.919 -4.934
H 1.338 -5.114 -2.272
H 2.117 -5.027 -3.865
H 0.625 -5.943 -3.678
H -0.764 -3.128 -5.265
H -0.646 -4.885 -5.214
H 0.771 -3.702 -5.746
H -1.315 -2.879 -2.918
H -0.254 -3.588 -1.694
H -1.233 -4.730 -2.781
H 2.204 -2.715 -3.982
H 1.709 -2.736 -2.283
H 1.449 -0.361 -3.083
H -0.202 -0.974 -3.130
H 0.209 -0.071 -5.088
C -1.762 -3.670 1.561
N -1.835 -3.635 3.075
C -1.301 -5.014 3.484
C -0.824 -2.526 3.620
C -3.276 -3.501 3.549
C -4.146 -2.259 3.145
O -3.423 -1.094 3.474
H -2.220 -2.737 1.232
H -2.489 -4.401 1.206
H -0.737 -3.836 1.232
H -0.356 -5.094 2.946
H -1.984 -5.789 3.134
H -1.146 -5.007 4.563
H -0.863 -2.610 4.706
H -1.118 -1.567 3.191
H 0.140 -2.784 3.182
H -3.162 -3.448 4.631
H -3.875 -4.352 3.222
H -5.150 -2.305 3.565
H -4.225 -2.398 2.067
H -3.960 -0.427 3.039
C -3.440 2.874 6.831
N -2.290 2.244 6.001
C -1.008 2.511 6.892
C -2.650 0.711 6.075
C -2.275 2.718 4.568
C -1.420 1.807 3.560
O -0.142 1.601 3.983
H -4.357 2.737 6.258
H -3.029 3.782 7.271
H -3.619 2.236 7.697
H -0.079 2.234 6.393
H -1.043 2.047 7.877
H -0.961 3.583 7.081
H -3.632 0.670 5.605
H -2.709 0.518 7.146
H -1.834 0.136 5.637
H -1.820 3.707 4.633
H -3.295 2.903 4.231
H -1.358 2.363 2.625
H -1.902 0.840 3.413
H 0.219 1.090 3.255
C 3.932 0.181 -5.857
C 3.938 1.575 -5.277
C 4.063 1.638 -3.752
C 4.517 3.005 -3.195
N 4.361 3.119 -1.659
C 5.063 4.433 -1.170
C 5.324 4.113 0.292
C 5.721 2.627 0.301
C 5.191 2.028 -0.967
C 2.860 3.150 -1.159
C 1.981 4.272 -1.708
C 0.534 4.030 -1.394
H 3.054 -0.405 -5.585
H 4.811 -0.359 -5.506
H 3.812 0.160 -6.940
H 2.959 1.999 -5.502
H 4.746 2.152 -5.729
H 4.808 0.927 -3.395
H 3.140 1.371 -3.238
H 3.910 3.793 -3.641
H 5.588 3.152 -3.331
H 4.449 5.312 -1.366
H 5.974 4.450 -1.770
H 4.438 4.345 0.883
H 6.138 4.729 0.676
H 5.241 2.187 1.175
H 6.773 2.391 0.460
H 4.487 1.198 -1.035
H 6.003 1.689 -1.609
H 2.770 3.060 -0.076
H 2.505 2.154 -1.427
H 2.113 4.350 -2.787
H 2.265 5.240 -1.296
H 0.289 3.694 -0.387
H 0.124 3.344 -2.135
H -0.102 4.913 -1.460
C -3.943 5.709 -0.714
C -4.730 5.145 -1.960
C -4.911 3.601 -1.863
C -3.649 2.891 -2.166
N -3.551 1.371 -1.707
C -2.151 0.744 -1.785
C -2.198 -0.575 -1.088
C -3.008 -0.136 0.099
C -3.726 1.173 -0.198
C -4.688 0.602 -2.457
C -4.455 0.415 -3.980
C -5.756 0.091 -4.785
H -4.173 6.754 -0.511
H -2.866 5.738 -0.882
H -4.245 5.209 0.207
H -4.365 5.562 -2.898
H -5.782 5.429 -1.988
H -5.690 3.319 -2.572
H -5.413 3.322 -0.937
H -2.806 3.403 -1.702
H -3.476 2.913 -3.242
H -1.715 0.687 -2.782
H -1.419 1.394 -1.305
H -2.749 -1.222 -1.771
H -1.160 -0.886 -0.971
H -3.641 -0.949 0.453
H -2.174 -0.008 0.790
H -4.797 1.155 0.006
H -3.269 1.944 0.422
H -5.630 1.103 -2.236
H -4.756 -0.352 -1.934
H -3.653 -0.310 -4.122
H -3.947 1.222 -4.507
H -6.347 1.001 -4.682
H -6.393 -0.751 -4.512
H -5.468 -0.020 -5.830
P 2.099 -6.021 0.753
F 2.581 -7.395 0.017
F 3.450 -6.171 1.614
F 2.835 -5.255 -0.477
F 1.610 -4.565 1.356
F 0.773 -5.999 -0.074
F 1.265 -6.908 1.857
P 1.495 -0.491 0.715
F 1.975 -1.953 0.071
F 2.114 -0.914 2.164
F 2.963 0.137 0.481
F 1.021 0.910 1.445
F 1.095 0.012 -0.785
F 0.013 -1.163 1.008
```